# C7H8O2

One molecule with the formula C7H8O2 in a non-equilibrium geometry (ωB97M-V/def2-TZVPD, OMol25).

Computed properties:
* charge: 0
* multiplicity: 1
* LUMO energy: 0.8197 eV
* E_tot: -11479.9447 eV

Each line ends with the natural charge from an NBO analysis.
CARTESIAN COORDINATES (ANGSTROEM)
C 1.633 -0.629 -0.993  -0.365
C 0.622 -1.322 -0.482  -0.227
C -0.609 -0.417 -0.219  0.244
O -1.773 -0.563 -1.032  -0.707
C -0.799 -0.032 1.306  -0.422
C -0.352 1.003 0.338  -0.263
C -1.232 2.068 -0.134  -0.567
C -2.418 1.889 -0.667  0.748
O -3.419 1.947 -1.248  -0.468
H 2.622 -1.070 -1.381  0.199
H 1.476 0.371 -1.316  0.194
H 0.759 -2.333 -0.173  0.218
H -1.560 -0.729 -1.934  0.488
H -0.170 -0.364 2.052  0.217
H -1.804 -0.029 1.541  0.214
H 0.691 1.275 0.569  0.232
H -1.441 2.955 0.474  0.265